w) 18
Properties=species:S:1:pos:R:3:nbo_charge:R:1 method="wB97M-V/def2-TZVPD" smiles=NCCN.O.O multiplicity=1 homo_lumo_gap_ha=0.365 homo_ev=-9.14 e_lumo_ha=0.0294
N 0.154 -1.923 0.113 -0.85
C -1.121 -1.238 0.269 -0.23
C -1.123 -0.180 1.342 -0.23
N -0.438 1.062 0.928 -0.85
H 0.866 -1.553 0.726 0.36
H 0.464 -1.868 -0.842 0.37
H -1.884 -1.981 0.518 0.18
H -1.494 -0.817 -0.671 0.19
H -2.157 0.073 1.607 0.17
H -0.731 -0.582 2.280 0.19
H -1.045 1.489 0.242 0.36
H -0.478 1.706 1.710 0.36
O 1.173 -0.071 -2.495 -0.95
H 1.903 -0.681 -2.681 0.46
H 1.356 0.081 -1.551 0.48
O 1.806 1.913 -0.510 -0.98
H 0.951 1.794 -0.041 0.49
H 1.798 2.775 -0.942 0.47

x) 18
Properties=species:S:1:pos:R:3:nbo_charge:R:1 method="wB97M-V/def2-TZVPD" smiles=NCCN.O.O multiplicity=1 homo_lumo_gap_ha=0.369 homo_ev=-9.39 e_lumo_ha=0.0243
N 0.085 -0.377 -2.691 -0.83
C -0.068 0.435 -1.415 -0.23
C 1.039 0.213 -0.419 -0.24
N 1.272 0.994 0.740 -0.85
H 0.981 -0.784 -2.801 0.35
H -0.551 -1.168 -2.587 0.35
H -0.114 1.461 -1.805 0.19
H -1.092 0.154 -0.989 0.18
H 1.884 0.403 -1.072 0.18
H 0.970 -0.821 -0.025 0.17
H 2.153 0.906 1.120 0.37
H 0.547 0.622 1.361 0.36
O -1.089 -2.930 2.138 -0.99
H -0.866 -3.746 2.510 0.49
H -1.460 -2.177 2.594 0.50
O -1.263 2.322 1.537 -0.96
H -0.442 2.340 0.976 0.49
H -1.988 2.153 0.828 0.46

Verdict on stability: x) comes out at the bottom.

w) 18
Properties=species:S:1:pos:R:3:nbo_charge:R:1 method="wB97M-V/def2-TZVPD" smiles=CNCN.O.O multiplicity=1 homo_lumo_gap_ha=0.361 homo_ev=-8.97 e_lumo_ha=0.0316
C 0.505 -1.133 -1.648 -0.42
N -0.302 -1.495 -0.484 -0.65
C -0.313 -0.482 0.567 -0.06
N -0.700 0.875 0.243 -0.88
H 0.463 -1.980 -2.326 0.21
H 0.094 -0.239 -2.138 0.17
H 1.497 -0.862 -1.315 0.20
H -1.285 -1.676 -0.600 0.36
H 0.679 -0.473 1.040 0.17
H -0.931 -0.816 1.411 0.17
H -1.301 1.057 -0.555 0.37
H 0.076 1.526 0.272 0.37
O 0.568 5.930 1.668 -0.93
H 1.275 6.086 2.303 0.47
H 0.843 6.438 0.906 0.47
O -0.228 -4.500 -0.023 -0.96
H -1.012 -4.655 0.525 0.46
H 0.073 -3.600 0.155 0.49

x) 18
Properties=species:S:1:pos:R:3:nbo_charge:R:1 method="wB97M-V/def2-TZVPD" smiles=NCCN.O.O multiplicity=1 homo_lumo_gap_ha=0.388 homo_ev=-9.66 e_lumo_ha=0.0328
N -0.132 -1.379 0.874 -0.80
C -1.309 -1.306 -0.139 -0.25
C -1.406 -0.028 -0.939 -0.25
N -0.005 0.449 -1.326 -0.84
H 0.594 -1.579 0.189 0.34
H 0.159 -0.405 0.987 0.34
H -2.181 -1.679 0.398 0.20
H -1.004 -2.160 -0.756 0.18
H -1.955 -0.192 -1.871 0.19
H -1.871 0.778 -0.386 0.19
H -0.032 1.439 -1.160 0.36
H -0.024 0.303 -2.327 0.36
O 3.964 3.674 -4.175 -0.93
H 4.649 3.620 -3.503 0.46
H 4.433 3.251 -4.902 0.46
O -1.052 -1.286 6.372 -0.93
H -0.852 -2.175 6.059 0.47
H -1.975 -1.325 6.606 0.46

Verdict on stability: x) comes out at the bottom.

w) 13
Properties=species:S:1:pos:R:3:nbo_charge:R:1 method="wB97M-V/def2-TZVPD" charge=-1 smiles=[O-]CCCSS multiplicity=1 homo_lumo_gap_ha=0.198 homo_ev=-2.42 e_lumo_ha=0.1085
O -3.306 0.436 -0.077 -0.93
C -2.566 -0.061 0.976 0.00
C -0.803 0.235 0.794 -0.49
C -0.475 0.287 -0.669 -0.51
S 1.247 0.206 -1.200 0.04
S 2.190 -0.511 0.582 -0.18
H -2.340 -1.071 1.216 0.10
H -2.466 0.719 1.818 0.10
H -0.292 -0.674 1.175 0.17
H -0.565 1.064 1.534 0.17
H -0.680 1.084 -1.198 0.20
H -1.038 -0.701 -0.910 0.22
H 1.899 -1.792 0.264 0.12

x) 13
Properties=species:S:1:pos:R:3:nbo_charge:R:1 method="wB97M-V/def2-TZVPD" charge=-1 smiles=[O-]CCCSS multiplicity=1 homo_lumo_gap_ha=0.203 homo_ev=-2.58 e_lumo_ha=0.1077
O 1.808 0.138 -1.608 -0.95
C 1.052 1.184 -1.225 0.00
C 0.306 0.895 0.208 -0.48
C -0.401 -0.458 0.030 -0.54
S -0.135 -1.281 1.651 0.08
S -1.431 -2.852 1.765 -0.21
H 0.311 1.289 -2.059 0.09
H 1.533 2.160 -0.990 0.08
H -0.290 1.767 0.489 0.18
H 1.161 0.820 0.886 0.19
H 0.183 -0.976 -0.738 0.27
H -1.427 -0.357 -0.313 0.20
H -2.668 -2.329 1.903 0.10

Verdict on stability: w) comes out at the bottom.

w) 6
Properties=species:S:1:pos:R:3:nbo_charge:R:1 method="wB97M-V/def2-TZVPD" multiplicity=1 homo_lumo_gap_ha="0.315 / 0.315" homo_ev="-8.62 / -8.62" e_lumo_ha="-0.0014 / -0.0014"
C -1.269 -0.417 0.147 0.61
N 0.745 -0.423 -0.339 -0.99
O -1.892 0.548 -0.043 -0.44
P 1.288 0.946 0.100 0.76
H -1.501 -1.413 0.498 0.17
H 2.630 0.757 -0.363 -0.10

x) 6
Properties=species:S:1:pos:R:3:nbo_charge:R:1 method="wB97M-V/def2-TZVPD" smiles="O=C=NP" multiplicity=1 homo_lumo_gap_ha=0.376 homo_ev=-9.94 e_lumo_ha=0.0102
O 0.253 -3.167 -2.820 -0.61
C -0.179 -2.207 -1.934 0.86
N -0.458 -1.441 -1.088 -0.78
P -0.560 0.174 -0.557 0.55
H -0.436 -0.248 0.828 -0.01
H 0.847 0.430 -0.997 -0.01

Verdict on stability: w) comes out at the bottom.